No. 1
A molecular structure, C23H32AsNO5SeTc, computed with wB97M-V/def2-TZVPD.

Structure (ORCA input):
```
! wB97M-V def2-TZVPD RIJCOSX def2/J DEFGRID3
* xyz 0 2
Tc 0.32930 -0.85805 0.44752
O -0.63958 2.27491 2.87238
C -0.20154 1.28687 2.33692
O -0.47236 0.88235 1.12396
C 0.74411 0.36433 3.06607
C 1.21957 0.50035 4.35457
C 2.04414 -0.49873 4.85782
C 2.33722 -1.61710 4.08811
C 1.82280 -1.68857 2.80715
N 1.08050 -0.68902 2.32674
C 1.92945 -2.86872 1.86556
O 2.54000 -3.86641 2.17728
O 1.26195 -2.70200 0.76059
H 0.93301 1.36874 4.93050
H 2.44433 -0.41433 5.85935
H 2.93635 -2.43781 4.45639
C 1.35705 -3.24705 -2.37167
As -0.36658 -3.44284 -1.53993
C -1.68115 -3.66070 -2.93061
C -0.37037 -5.04852 -0.47808
O -0.84078 -2.07466 -0.69917
H 1.48370 -4.03905 -3.10863
H 2.12130 -3.31709 -1.60177
H 1.39762 -2.27333 -2.85816
H -1.55603 -4.62249 -3.42530
H -1.56766 -2.84625 -3.64337
H -2.66900 -3.59931 -2.47802
H -0.08378 -5.88789 -1.11128
H -1.37231 -5.21277 -0.08632
H 0.34019 -4.92085 0.33310
C 4.15410 1.03286 -1.04391
C 2.77713 1.09870 -0.37802
C 2.87598 1.92123 0.90249
C 2.28658 -0.32314 -0.12909
H 4.52512 2.03322 -1.27342
H 4.11784 0.46458 -1.97552
H 4.88137 0.54842 -0.38439
H 2.09765 1.60165 -1.06567
H 3.51384 1.41813 1.63876
H 1.90499 2.10031 1.35944
H 3.31543 2.89962 0.69905
H 2.98079 -0.76570 0.60085
H 2.40630 -0.90078 -1.05220
C -4.99297 4.23782 -0.22900
C -3.85762 3.33037 -0.61603
C -4.08542 2.02568 -1.02454
C -3.04468 1.17968 -1.39615
C -3.37598 -0.23026 -1.79748
C -1.72689 1.65723 -1.36290
Se -0.27439 0.51978 -1.88077
C -1.47762 2.96816 -0.93241
C -0.08904 3.51364 -0.79321
C -2.54852 3.78023 -0.57493
H -5.93029 3.68716 -0.14772
H -5.13059 5.02765 -0.97133
H -4.79694 4.72234 0.72908
H -5.10393 1.64986 -1.05033
H -4.45797 -0.36715 -1.83868
H -2.95365 -0.94281 -1.09033
H -2.95072 -0.47267 -2.77336
H 0.40721 3.04283 0.05310
H -0.11853 4.58954 -0.61743
H 0.51738 3.31510 -1.67715
H -2.34744 4.79271 -0.23854
*
```

Output
Energy in Eh: -6044.615500
Frontier orbital gap (spin up / spin down) in eV: 6.27 / 6.73
Max |F| in eV/Å: 2.29

Atom charges from the Löwdin analysis, given in e for atoms 1 to 4: 1.39, 0.12, -0.57, -0.20

=====

No. 2
A single C4H14Si4 molecule, computed with wB97M-V/def2-TZVPD.

Structure (ORCA input):
```
! wB97M-V def2-TZVPD RIJCOSX def2/J DEFGRID3
* xyz 0 1
C 2.18352 -0.67797 -0.84601
C 0.98301 -0.35883 -1.35733
C -1.27809 -0.24219 -0.19143
C -0.11654 0.34669 -0.57566
Si -2.69968 0.65009 0.62893
Si 2.80147 -0.33037 0.91547
Si -1.37958 -2.08085 -0.32567
Si 0.23072 2.15569 -0.48072
H 2.90312 -1.20535 -1.55383
H 0.82759 -0.68026 -2.32700
H -2.04358 1.86615 0.88655
H -3.35355 0.12288 1.94305
H -3.77922 0.78026 -0.22866
H 2.30914 -1.50811 1.51634
H 2.61450 0.63501 1.94517
H 4.16917 -0.13415 0.55959
H -0.91244 -3.08470 0.63768
H -0.49457 -2.23517 -1.59686
H -2.68892 -2.40054 -0.78217
H 0.73857 2.39308 0.82030
H -1.20338 2.88093 -0.86416
H 1.27606 2.59530 -1.39058
*
```

Output
Structure (SMILES): [SiH3]/C=C\C([SiH3])=C([SiH3])[SiH3]
Energy in Eh: -1318.576617
Frontier orbital gap in eV: 9.03
Energy relative to the best compared isomer or geometry (same formula, charge and spin) in eV: 0.9756
Max |F| in eV/Å: 3.15

Atom charges from the Löwdin analysis, given in e for atoms 1 to 4: -0.28, -0.31, -0.59, -0.52

=====

No. 3
A single C5H5Cl2N3O2 molecule, computed with wB97M-V/def2-TZVPD.

Structure (ORCA input):
```
! wB97M-V def2-TZVPD RIJCOSX def2/J DEFGRID3
* xyz 0 1
C -1.61934 -0.02218 -1.33676
C -2.21505 -0.42963 -0.21100
C -0.28370 0.36864 -1.50745
C 2.07145 -1.01678 0.37941
C 1.57728 0.56858 0.18825
N 0.58052 0.75766 -0.62622
N 2.03687 1.47264 1.01902
N -1.67169 -0.56261 1.03120
O 1.07507 -1.71756 0.38495
O 3.26094 -1.07416 0.51244
Cl -3.90221 -0.49779 -0.21828
Cl 0.24982 0.27026 -3.23250
H -2.26742 0.20194 -2.26498
H 1.68893 2.41586 1.04829
H 2.54246 1.15512 1.86982
H -2.35849 -0.90429 1.73104
H -0.76544 -0.98572 1.23277
*
```

Output
Energy in Eh: -1428.632815
Frontier orbital gap in eV: 8.04
Energy relative to the best compared isomer or geometry (same formula, charge and spin) in eV: 0.6236
Max |F| in eV/Å: 3.28

Atom charges from the Löwdin analysis, given in e for atoms 1 to 4: -0.21, -0.78, -0.61, -0.67

=====

No. 4
A molecular structure, C5H11NO2, computed with wB97M-V/def2-TZVPD.

Structure (ORCA input):
```
! wB97M-V def2-TZVPD RIJCOSX def2/J DEFGRID3
* xyz 0 1
C -0.43630 0.22425 -0.61302
C 1.69186 -0.09943 0.39336
C -0.69288 -1.11453 -1.25960
C -0.13858 0.27056 0.75645
N 0.07178 1.20773 -1.45385
C -0.44540 0.14884 2.01996
O -2.21505 0.68590 -0.04298
O 2.22654 -0.83328 1.44718
H -2.26951 1.62426 0.17689
H 1.92708 -1.74712 1.37943
H 0.00697 2.14429 -1.07947
H -0.27511 1.14873 -2.40019
H 2.10175 0.90794 0.42836
H 1.91225 -0.54378 -0.58010
H 0.08872 -1.35378 -1.98126
H -1.65777 -1.03725 -1.75886
H -0.76392 -1.90909 -0.52146
H 0.33258 -0.02963 2.75160
H -1.46502 0.30540 2.33756
*
```

Output
Energy in Eh: -402.198360
Frontier orbital gap in eV: 8.75
Energy relative to the best compared isomer or geometry (same formula, charge and spin) in eV: 4.8921
Max |F| in eV/Å: 6.75

Atom charges from the Löwdin analysis, given in e for atoms 1 to 4: -0.45, -0.16, -0.01, -0.18

=====

> Among the records above, which one has the lowest energy?

C23H32AsNO5SeTc